(1)
DFT (the ωB97M-V functional and the def2-TZVPD basis) results for a gas-phase ion, C7H14N (charge +1) in a non-equilibrium geometry.

## Properties
SMILES: C=CC(C=C)[NH+](C)C
Total energy in eV: -8966.7956
Kohn-Sham gap in eV: 11.0
Energy relative to the best compared isomer or geometry (same formula, charge and spin) in eV: 2.282
LUMO in eV: -2.88

Structure (ORCA input):
```
! RIJCOSX wB97M-V def2-TZVPD def2/J DEFGRID3
* xyz 1 1
C -1.473 -1.553 -1.824
C -1.469 -0.628 -0.896
C -0.190 -0.450 0.093
C -0.435 -0.983 1.516
C -0.023 -2.139 1.931
N 0.129 0.977 0.064
C 1.296 1.364 0.928
C 0.490 1.505 -1.314
H -2.327 -1.752 -2.543
H -0.863 -2.395 -1.870
H -2.005 0.311 -0.782
H 0.742 -1.038 -0.107
H -0.954 -0.428 2.234
H -0.185 -2.505 2.909
H 0.462 -2.898 1.391
H -0.700 1.547 0.155
H 0.938 1.291 1.979
H 2.182 0.847 0.684
H 1.449 2.410 0.651
H 1.410 1.038 -1.592
H -0.269 1.056 -2.010
H 0.471 2.550 -1.369
*
```

=====

(2)
DFT (the ωB97M-V functional and the def2-TZVPD basis) results for a gas-phase ion, C4H9N2O (charge +1) in a non-equilibrium geometry.

## Properties
SMILES: CC(C)=N[N+](C)=O
Total energy in eV: -9310.3617
Kohn-Sham gap (spin up / spin down) in eV: 9.7 / 9.7
Energy relative to the best compared isomer or geometry (same formula, charge and spin) in eV: 5.654
LUMO (spin up / spin down) in eV: -6.21 / -6.21

Structure (ORCA input):
```
! RIJCOSX wB97M-V def2-TZVPD def2/J DEFGRID3
* xyz 1 1
C -1.746 0.476 1.066
C -0.613 -0.239 0.260
C -0.894 -1.319 -0.628
N 0.567 0.235 0.422
N 1.731 -0.136 0.268
C 2.780 0.831 -0.272
O 2.123 -1.257 0.723
H -1.867 0.115 2.121
H -2.775 0.591 0.431
H -1.387 1.560 1.139
H -0.147 -1.354 -1.473
H -1.926 -1.118 -1.057
H -0.941 -2.371 -0.166
H 2.508 0.914 -1.386
H 3.726 0.278 -0.223
H 2.849 1.712 0.352
*
```

=====

(3)
DFT (the ωB97M-V functional and the def2-TZVPD basis) results for 8 unconnected molecules or ions with the total composition H16O8 in a non-equilibrium geometry.

## Properties
SMILES: O.O.O.O.O.O.O.O
Total energy in eV: -16639.4950
Kohn-Sham gap in eV: 9.8
Energy relative to the best compared isomer or geometry (same formula, charge and spin) in eV: 2.516
LUMO in eV: -0.20

Structure (ORCA input):
```
! RIJCOSX wB97M-V def2-TZVPD def2/J DEFGRID3
* xyz 0 1
O -3.337 -1.893 0.847
H -2.597 -1.291 0.934
H -3.138 -2.405 0.063
O -0.359 -2.340 1.074
H -0.484 -2.850 0.275
H -0.180 -2.993 1.751
O 3.375 0.541 -0.167
H 2.927 0.175 -0.929
H 2.765 0.404 0.558
O -0.755 0.191 -0.120
H 0.014 0.504 -0.596
H -0.478 -0.641 0.264
O 1.598 -0.243 1.621
H 1.032 -1.012 1.561
H 1.128 0.357 2.200
O 1.740 -0.020 -2.298
H 1.859 -0.765 -2.887
H 1.905 0.748 -2.845
O 1.382 3.528 -0.891
H 1.061 2.825 -1.455
H 0.815 4.273 -1.089
O -3.598 0.937 1.057
H -4.013 1.088 0.208
H -2.663 0.882 0.861
*
```

=====

(4)
DFT (the ωB97M-V functional and the def2-TZVPD basis) results for a single C5H11NO molecule.

## Properties
SMILES: [H]/N=C/[C@@](C)(O)CC
Total energy in eV: -8900.6059
Kohn-Sham gap in eV: 10.6
Energy relative to the best compared isomer or geometry (same formula, charge and spin) in eV: 1.091
LUMO in eV: 0.91

Structure (ORCA input):
```
! RIJCOSX wB97M-V def2-TZVPD def2/J DEFGRID3
* xyz 0 1
H 3.434 0.300 0.143
N 2.457 0.058 0.293
C 1.641 0.570 -0.507
C 0.152 0.333 -0.381
C -0.415 1.496 0.443
O -0.452 0.417 -1.662
C -0.114 -1.031 0.277
C -1.594 -1.314 0.502
H 1.900 1.238 -1.343
H -0.106 2.440 0.001
H -1.499 1.452 0.426
H -0.053 1.439 1.464
H -0.206 -0.363 -2.172
H 0.309 -1.802 -0.374
H 0.435 -1.063 1.217
H -1.735 -2.356 0.781
H -2.160 -1.119 -0.407
H -1.994 -0.693 1.298
*
```

=====

(5)
DFT (the ωB97M-V functional and the def2-TZVPD basis) results for a molecular structure, C13H34NO7Sr2 in a non-equilibrium geometry.

## Properties
Total energy in eV: -31492.4036
Kohn-Sham gap in eV: 1.5
LUMO in eV: -12.34

Structure (ORCA input):
```
! RIJCOSX wB97M-V def2-TZVPD def2/J DEFGRID3
* xyz 3 1
Sr 13.540 -19.928 -25.848
Sr 14.482 -22.304 -21.132
C 18.347 -18.183 -22.970
C 17.122 -18.722 -23.837
O 16.425 -19.664 -23.372
O 16.769 -18.221 -24.918
H 17.990 -17.332 -22.389
H 19.239 -17.976 -23.561
H 18.572 -18.920 -22.199
C 19.959 -18.812 -28.105
O 21.197 -19.452 -28.487
H 19.245 -18.743 -28.926
H 19.531 -19.336 -27.251
H 20.094 -17.750 -27.900
H 21.106 -20.400 -28.609
C 23.385 -19.853 -23.504
O 23.629 -19.141 -24.729
H 23.362 -20.920 -23.724
H 24.094 -19.697 -22.690
H 22.494 -19.445 -23.027
H 23.002 -19.290 -25.441
O 16.983 -21.181 -19.028
H 17.824 -21.635 -19.085
H 17.191 -20.341 -18.617
O 16.345 -14.339 -26.234
H 17.189 -14.010 -25.926
H 16.304 -15.238 -25.907
C 20.673 -13.450 -17.567
C 19.971 -14.262 -18.565
C 20.705 -14.053 -19.932
C 22.042 -14.718 -20.070
C 21.910 -16.181 -19.612
C 21.146 -16.450 -18.231
N 19.900 -15.696 -18.240
O 19.153 -15.974 -17.078
C 20.856 -17.937 -18.186
C 22.140 -16.146 -17.034
C 18.525 -13.744 -18.824
H 21.745 -13.586 -17.714
H 20.385 -13.889 -16.612
H 20.389 -12.398 -17.534
H 20.057 -14.386 -20.742
H 20.811 -12.975 -20.050
H 22.925 -14.215 -19.675
H 22.116 -14.638 -21.154
H 22.921 -16.580 -19.528
H 21.364 -16.740 -20.372
H 21.727 -18.562 -18.378
H 20.375 -18.198 -17.244
H 20.032 -18.277 -18.814
H 22.771 -15.265 -16.921
H 21.756 -16.272 -16.021
H 22.929 -16.897 -17.072
H 17.872 -14.204 -19.566
H 18.622 -12.759 -19.281
H 17.990 -13.675 -17.877
H 18.434 -16.567 -17.307
*
```

=====

Question: What is the formula in the first record?
Answer: C7H14N

=====

Question: Number 3 is which compound?
Answer: H16O8

=====

Question: Which formula does entry 1 have?
Answer: C7H14N

=====

Please write out number 5 again, unchanged.
DFT (the ωB97M-V functional and the def2-TZVPD basis) results for a molecular structure, C13H34NO7Sr2 in a non-equilibrium geometry.

## Properties
Total energy in eV: -31492.4036
Kohn-Sham gap in eV: 1.5
LUMO in eV: -12.34

Structure (ORCA input):
```
! RIJCOSX wB97M-V def2-TZVPD def2/J DEFGRID3
* xyz 3 1
Sr 13.540 -19.928 -25.848
Sr 14.482 -22.304 -21.132
C 18.347 -18.183 -22.970
C 17.122 -18.722 -23.837
O 16.425 -19.664 -23.372
O 16.769 -18.221 -24.918
H 17.990 -17.332 -22.389
H 19.239 -17.976 -23.561
H 18.572 -18.920 -22.199
C 19.959 -18.812 -28.105
O 21.197 -19.452 -28.487
H 19.245 -18.743 -28.926
H 19.531 -19.336 -27.251
H 20.094 -17.750 -27.900
H 21.106 -20.400 -28.609
C 23.385 -19.853 -23.504
O 23.629 -19.141 -24.729
H 23.362 -20.920 -23.724
H 24.094 -19.697 -22.690
H 22.494 -19.445 -23.027
H 23.002 -19.290 -25.441
O 16.983 -21.181 -19.028
H 17.824 -21.635 -19.085
H 17.191 -20.341 -18.617
O 16.345 -14.339 -26.234
H 17.189 -14.010 -25.926
H 16.304 -15.238 -25.907
C 20.673 -13.450 -17.567
C 19.971 -14.262 -18.565
C 20.705 -14.053 -19.932
C 22.042 -14.718 -20.070
C 21.910 -16.181 -19.612
C 21.146 -16.450 -18.231
N 19.900 -15.696 -18.240
O 19.153 -15.974 -17.078
C 20.856 -17.937 -18.186
C 22.140 -16.146 -17.034
C 18.525 -13.744 -18.824
H 21.745 -13.586 -17.714
H 20.385 -13.889 -16.612
H 20.389 -12.398 -17.534
H 20.057 -14.386 -20.742
H 20.811 -12.975 -20.050
H 22.925 -14.215 -19.675
H 22.116 -14.638 -21.154
H 22.921 -16.580 -19.528
H 21.364 -16.740 -20.372
H 21.727 -18.562 -18.378
H 20.375 -18.198 -17.244
H 20.032 -18.277 -18.814
H 22.771 -15.265 -16.921
H 21.756 -16.272 -16.021
H 22.929 -16.897 -17.072
H 17.872 -14.204 -19.566
H 18.622 -12.759 -19.281
H 17.990 -13.675 -17.877
H 18.434 -16.567 -17.307
*
```